C7H12ClN2 | the ωB97M-V functional and the def2-TZVPD basis

ORCA input file:
```
! RIJCOSX wB97M-V def2-TZVPD def2/J DEFGRID3
* xyz 1 1
C -1.07068 -1.04946 0.25995
C -0.24072 -1.13882 -1.05062
C 1.76601 2.93611 -0.42602
C 1.82882 -2.52746 -0.46908
C 0.59966 3.48102 -0.01357
C -1.91727 -3.51922 0.66564
C -1.16288 -2.38181 0.98308
N 1.03367 -1.71610 -0.76940
N 0.45492 4.49290 0.94851
Cl -2.50314 -3.90988 -0.91216
H -0.58838 -0.44950 1.11721
H -2.00657 -0.53869 -0.17350
H -0.83218 -1.91261 -1.73979
H -0.08900 -0.17124 -1.49118
H 1.77189 2.02862 -1.04591
H 2.65893 3.44187 -0.30656
H 2.74133 -3.00578 -0.87108
H -0.83536 -2.60678 1.99959
H -0.23311 2.78302 -0.24416
H -1.95185 -4.34558 1.40993
H -0.54313 4.84958 1.00104
H 1.11905 5.25983 1.12809
*
```

Results
Energy relative to the best compared isomer or geometry (same formula, charge and spin), kcal per mole: 99.31

C41H77N5O3P | the ωB97M-V functional and the def2-TZVPD basis

ORCA input file:
```
! RIJCOSX wB97M-V def2-TZVPD def2/J DEFGRID3
* xyz -1 1
C 0.05213 -2.25160 2.64974
C 0.04078 -2.86986 1.59874
C -0.00766 -3.42430 0.26012
C 0.79306 -2.58435 -0.74979
C -0.20331 -1.88935 -1.72169
P -0.81782 -0.17910 -1.03683
C -1.31194 1.49605 -0.19190
C 0.75475 0.69521 -1.76585
C 1.91067 0.82707 -0.77968
C 2.77277 2.07368 -0.99379
C 4.16298 1.94614 -0.35244
C 4.15178 1.31656 1.02552
C 5.55830 1.25796 1.64535
C 5.68307 0.05409 2.57289
C 4.88823 0.22872 3.88046
C -2.39644 -1.00306 -0.23459
C -3.68932 -0.20271 -0.32134
O -4.05506 0.30401 0.99874
C -5.31392 0.70395 1.09600
C -5.48083 2.09985 1.65892
O -6.28733 0.04823 0.81860
O -1.66514 0.25612 -2.51545
C -2.34867 -0.66400 -3.28720
C -1.63637 -1.04437 -4.61104
C -1.93216 -2.50161 -4.97750
H 0.13227 -1.62840 3.48974
H 0.36084 -4.44232 0.29307
H -1.05039 -3.48020 -0.01557
H 1.43789 -1.88699 -0.23210
H 1.42555 -3.23362 -1.34546
H -0.99532 -2.62614 -1.85499
H 0.29357 -1.79579 -2.68350
H -0.09899 -0.48889 0.17692
H -1.65124 1.29489 0.81942
H -0.46874 2.17516 -0.09332
H -2.07321 2.03382 -0.75215
H 1.13612 0.20628 -2.66448
H 0.48450 1.70051 -2.07985
H 2.57875 -0.03015 -0.82893
H 1.52925 0.86957 0.23849
H 2.87642 2.31547 -2.04552
H 2.29585 2.91924 -0.50400
H 4.59098 2.94169 -0.24705
H 4.83300 1.39679 -1.01031
H 3.78464 0.30230 1.01268
H 3.54494 1.92224 1.69242
H 5.77240 2.15864 2.21340
H 6.32076 1.14009 0.87569
H 6.71610 -0.13699 2.82210
H 5.31173 -0.83681 2.07707
H 5.53186 0.05603 4.73679
H 4.46371 1.22133 3.97870
H 4.08561 -0.49128 3.94570
H -2.17155 -1.11523 0.81834
H -2.61098 -2.00500 -0.60547
H -4.49261 -0.87688 -0.60622
H -3.67740 0.58406 -1.06657
H -4.51657 2.49388 1.94961
H -6.06626 1.97628 2.56095
H -6.02754 2.73304 0.97927
H -3.27149 -0.17224 -3.62560
H -2.68900 -1.58863 -2.81867
H -2.03058 -0.45003 -5.42788
H -0.57232 -0.86091 -4.54422
H -2.95265 -2.58737 -5.33924
H -1.28329 -2.87690 -5.76535
H -1.82818 -3.17232 -4.13086
C 9.75119 -0.04239 0.07070
C 10.82699 -0.92691 0.69285
C 10.28944 -2.29179 1.13629
C 9.24007 -2.12975 2.14493
N 8.40619 -2.00406 2.92712
H 8.95960 0.18697 0.78534
H 10.17906 0.90500 -0.25717
H 9.29774 -0.52600 -0.79625
H 11.26568 -0.41203 1.54971
H 11.62911 -1.08438 -0.03113
H 11.08921 -2.89780 1.56203
H 9.87343 -2.83270 0.28556
C -2.74566 5.07685 5.65651
C -2.72918 5.75477 4.29279
C -2.42657 4.78900 3.14124
C -1.10499 4.17932 3.31691
N -0.05837 3.72261 3.45575
H -1.77089 4.65336 5.90343
H -2.99781 5.79835 6.43166
H -3.48526 4.27376 5.68760
H -1.98875 6.55729 4.30133
H -3.70088 6.21813 4.11370
H -2.44460 5.31832 2.18866
H -3.18115 4.00319 3.10385
C 0.79127 -5.92022 -6.96251
C 1.44959 -4.88255 -7.86124
C 2.85969 -4.51622 -7.38498
C 2.81492 -3.95124 -6.03123
N 2.78031 -3.49923 -4.97712
H 0.66666 -5.53968 -5.94795
H -0.19882 -6.18223 -7.33595
H 1.38662 -6.83471 -6.91570
H 0.82930 -3.98513 -7.89316
H 1.50830 -5.26586 -8.88245
H 3.30929 -3.78048 -8.05170
H 3.50096 -5.39832 -7.37353
C -3.65516 -6.82904 0.54055
C -4.03763 -5.40081 0.16906
C -4.09826 -5.17409 -1.34512
C -2.79337 -5.42756 -1.96064
N -1.75455 -5.60326 -2.41456
H -2.65653 -7.08015 0.18059
H -3.65244 -6.95278 1.62367
H -4.36200 -7.54820 0.11950
H -3.31923 -4.70849 0.61162
H -5.01352 -5.16498 0.59707
H -4.38635 -4.14440 -1.55982
H -4.83491 -5.83430 -1.80567
C -6.78473 6.83312 3.11305
C -7.62217 7.70949 4.03807
C -6.79096 8.76483 4.77752
C -5.77034 8.13118 5.61679
N -4.96430 7.63334 6.26944
H -6.04248 6.26056 3.67060
H -7.41787 6.11929 2.58695
H -6.26274 7.43518 2.36677
H -8.13648 7.07705 4.76379
H -8.39162 8.21770 3.45412
H -7.43119 9.37503 5.41443
H -6.29381 9.42652 4.06725
*
```

Results
Energy relative to the best compared isomer or geometry (same formula, charge and spin), kcal per mole: 0.00

C40H44Cl56IN2O5PS | the ωB97M-V functional and the def2-TZVPD basis

ORCA input file:
```
! RIJCOSX wB97M-V def2-TZVPD def2/J DEFGRID3
* xyz 0 1
C -2.90183 -3.46093 -7.36149
C -1.74373 -3.12889 -8.42326
O -0.43357 -2.86759 -7.84968
P -0.46918 -1.54271 -6.76029
O -1.48857 -0.53299 -7.36301
C 1.20623 -0.68259 -6.74902
C 1.19037 0.83093 -6.21244
C 1.06398 0.95264 -4.60294
C 2.31082 1.09207 -3.65479
C 3.74225 1.16531 -4.35567
C 4.84205 0.10325 -3.87476
C 4.32054 -1.38596 -3.60747
C 4.93931 -2.07693 -2.28118
C 4.61265 -3.67389 -2.25168
C 3.43175 -3.97867 -1.21019
C 2.97652 -5.53592 -1.17884
C 1.60111 -5.68799 -1.99741
C 0.62409 -6.85118 -1.46393
C -0.85696 -6.21346 -1.25599
O -1.10314 -5.75349 0.09693
C -0.64331 -4.39669 0.30708
C 2.02320 1.19170 -2.09879
C 3.22099 1.37021 -1.06041
C 3.66725 2.93912 -0.98155
C 2.86787 3.73874 0.15234
O 2.99738 3.12776 1.47848
C 0.54645 1.16068 -1.54784
I 0.05485 1.37278 0.59457
C -0.71927 1.02100 -2.48401
N -2.11163 1.00816 -2.16370
S -3.02476 0.88554 -3.63258
N -1.66670 0.84840 -4.70081
C -0.40352 0.92548 -4.03064
O -1.04168 -2.02549 -5.23158
C -0.41803 -3.24752 -4.75397
C 0.87417 -2.86876 -3.86445
H -3.74052 -4.01641 -7.93742
H -2.55825 -4.05421 -6.44896
H -3.35281 -2.46987 -7.01046
H -2.12509 -2.30730 -9.11836
H -1.62631 -4.07477 -9.08297
H 1.55178 -0.63832 -7.85468
H 2.02470 -1.24966 -6.18719
H 2.04491 1.48470 -6.62226
H 0.21942 1.31461 -6.62408
H 4.16804 2.21484 -4.09929
H 3.71703 1.12204 -5.50087
H 5.61102 0.02300 -4.73984
H 5.47355 0.45232 -2.96723
H 3.18871 -1.51680 -3.55709
H 4.68280 -2.04506 -4.48886
H 6.08425 -2.00061 -2.24802
H 4.51170 -1.56839 -1.33560
H 5.53514 -4.26625 -1.87398
H 4.38236 -4.07487 -3.31419
H 2.57258 -3.25485 -1.42724
H 3.86218 -3.75012 -0.16139
H 2.74291 -5.77143 -0.07841
H 3.81933 -6.22576 -1.53714
H 1.81082 -5.83367 -3.12276
H 1.02594 -4.69516 -1.86974
H 1.00186 -7.40607 -0.54015
H 0.50085 -7.64168 -2.30223
H -1.68449 -6.99113 -1.48456
H -1.04215 -5.35377 -2.01145
H -0.67649 -3.73398 -0.62745
H 0.46136 -4.45124 0.63664
H -1.24180 -3.84648 1.13083
H 2.96314 1.05722 0.01772
H 4.16200 0.79222 -1.34669
H 4.80598 3.04182 -0.83296
H 3.34529 3.39385 -1.99844
H 1.76207 3.78232 -0.17190
H 3.25235 4.82593 0.25794
H 2.34711 3.62636 2.03098
H -1.15471 -3.77850 -4.03472
H -0.15718 -4.00862 -5.56454
H 1.24311 -1.84565 -4.26329
H 1.70121 -3.66576 -3.88959
H 0.61685 -2.69719 -2.74789
C -2.82053 -9.54450 8.07608
Cl -2.69651 -10.42873 6.53984
Cl -3.24639 -7.84994 7.75246
Cl -4.07800 -10.28856 9.08717
Cl -1.26123 -9.61354 8.92590
C 1.15908 -4.05755 7.99958
Cl 0.41425 -2.44848 7.90753
Cl -0.03831 -5.28867 7.54453
Cl 2.54639 -4.13758 6.89350
Cl 1.71357 -4.35379 9.66142
C 0.03836 6.49158 -1.46988
Cl -1.16735 7.00089 -0.26144
Cl 0.05566 4.72763 -1.68770
Cl -0.37003 7.23969 -3.02846
Cl 1.65031 7.03442 -0.95522
C -4.47284 5.64382 1.54030
Cl -4.91434 4.93080 3.11232
Cl -5.91201 5.66742 0.49923
Cl -3.91000 7.30825 1.81681
Cl -3.19401 4.74319 0.69566
C 5.74191 6.08166 2.94475
Cl 4.80967 7.17115 1.88852
Cl 6.30541 4.68391 2.00409
Cl 7.14286 6.95483 3.60148
Cl 4.71670 5.52063 4.28117
C -5.04364 4.37037 -5.54643
Cl -6.77676 4.13578 -5.86304
Cl -4.81971 5.78582 -4.49544
Cl -4.38421 2.92632 -4.74253
Cl -4.18971 4.63271 -7.08323
C 2.78639 -7.95385 11.78377
Cl 4.10988 -6.94377 11.16171
Cl 3.45849 -9.44811 12.47077
Cl 1.90950 -7.06260 13.04600
Cl 1.66553 -8.36156 10.46646
C 0.61803 -13.47935 9.55184
Cl -1.11967 -13.59698 9.19929
Cl 1.05598 -11.77645 9.80489
Cl 0.98956 -14.41079 11.01858
Cl 1.54563 -14.13256 8.18432
C -1.70698 5.45802 6.00202
Cl -1.41514 6.73001 7.20999
Cl -0.17390 4.65367 5.59697
Cl -2.85165 4.27725 6.68185
Cl -2.41451 6.20661 4.55015
C -3.41122 9.73562 -3.22661
Cl -4.35428 11.18936 -2.83173
Cl -4.47818 8.51968 -3.96230
Cl -2.11982 10.16043 -4.37125
Cl -2.69257 9.07267 -1.74318
C -2.69419 1.38971 9.55549
Cl -3.18345 0.89878 11.19141
Cl -4.10284 1.32997 8.47332
Cl -2.06457 3.04944 9.61849
Cl -1.44771 0.26917 8.97576
C -5.87764 7.79865 6.63908
Cl -5.49773 6.87051 5.17225
Cl -5.89704 6.70716 8.04125
Cl -4.64223 9.05315 6.88203
Cl -7.47191 8.56363 6.46127
C -8.71503 6.03550 -8.82567
Cl -9.75246 4.59357 -8.76824
Cl -7.07340 5.60353 -8.30300
Cl -8.66459 6.66279 -10.48809
Cl -9.37250 7.28138 -7.74239
C 2.02660 8.85708 5.63907
Cl 2.36953 10.53350 6.11883
Cl 2.37522 7.76837 6.99988
Cl 0.31068 8.71700 5.19341
Cl 3.05503 8.42044 4.25805
*
```

no.,LUMO (eV)
1,-5.73
2,1.85
3,-1.47